1.
Computed, not measured: a cluster of 2 separate species, C7H14BIO2 in total, with ωB97M-V/def2-TZVPD.

Geometry as XYZ:
```
25
Properties=species:S:1:pos:R:3:nbo_charge:R:1
B -1.1229 -0.3665 2.3818 1.2202
C 0.5179 0.6733 3.4967 -0.0356
C -0.2113 1.9711 3.6341 -0.3131
C 0.4855 -0.1067 4.7994 -0.6418
C 0.2955 0.6150 -4.0991 -0.6651
C 0.2283 -1.8803 -4.0726 -0.6508
C -0.5436 -0.4767 -2.0273 -0.6639
C -0.0126 -0.5906 -3.3829 0.0704
O 0.2027 -0.0952 2.2612 -0.7120
O -2.2761 -0.4187 2.5955 -0.8383
I 0.6879 3.5702 2.6571 0.2067
H 1.6190 0.9100 3.1993 0.2075
H -1.3108 1.9196 3.7311 0.2145
H -0.4861 -0.0417 5.1689 0.2174
H 1.1187 0.4543 5.6192 0.2378
H 0.8556 -1.1419 4.7527 0.2364
H -0.4639 1.4144 -3.8543 0.2089
H 0.3927 0.4639 -5.2399 0.2122
H 1.1688 1.1441 -3.7191 0.2123
H 1.3316 -2.0827 -3.8280 0.2135
H 0.0415 -1.8061 -5.2387 0.2114
H -0.3142 -2.7239 -3.6938 0.2125
H -1.4187 0.2147 -2.0839 0.2126
H -0.9239 -1.5025 -1.8093 0.2124
H 0.1381 -0.1172 -1.2482 0.2140
```

Output
Energy above the lowest of the compared OMol25 structures with the same formula, charge and spin, kcal per mole: 72.2
HOMO (spin up / spin down), hartree: -0.328 / -0.243
E, eV: -20355.4086

---

2.
Computed, not measured: a structure of composition H14Mg3O31S6, with ωB97M-V/def2-TZVPD.

Geometry as XYZ:
```
54
Properties=species:S:1:pos:R:3:nbo_charge:R:1
Mg -4.0650 -18.9864 17.3986 1.8050
Mg -2.4007 -21.1924 13.6662 1.8260
Mg 0.5957 -17.2019 14.0247 1.8403
S 1.9174 -15.0863 16.0067 2.6479
O 2.2348 -14.0597 15.0224 -1.1497
O 3.1847 -15.7376 16.3346 -1.1284
O 1.3370 -14.4762 17.1728 -1.0796
O 0.9970 -16.0429 15.4255 -1.2161
S -0.1288 -19.7485 11.9517 2.6882
O -0.4598 -19.3540 10.5956 -1.1031
O 0.0904 -18.5579 12.7759 -1.2352
O -1.2348 -20.5573 12.4553 -1.1792
O 1.1735 -20.4643 12.0159 -1.0735
S -5.2136 -20.6648 14.9686 2.6635
O -6.3683 -21.5476 15.2056 -1.1241
O -5.8486 -19.8804 13.8773 -1.1085
O -5.0978 -19.7822 16.1014 -1.1725
O -4.0261 -21.3192 14.5097 -1.1529
S -0.5202 -23.6118 14.4391 2.6114
O 0.6043 -22.9456 15.1586 -1.1079
O -0.0466 -24.0390 13.0976 -1.1072
O -0.9626 -24.7646 15.2902 -1.1402
O -1.5708 -22.6556 14.3197 -1.2050
S -1.4573 -18.7761 15.6119 2.7141
O -0.9817 -17.6004 14.8750 -1.1496
O -0.3249 -19.3538 16.3348 -1.1144
O -2.5438 -18.3545 16.4870 -1.1375
O -2.0419 -19.7694 14.7235 -1.1312
S -5.8335 -16.2973 17.2270 2.6256
O -5.5286 -15.3187 18.2853 -1.1472
O -7.1764 -16.8588 17.4552 -1.1206
O -5.7598 -15.5948 15.9203 -1.0767
O -4.8654 -17.3765 17.3212 -1.2213
O -1.3089 -15.6393 16.6773 -0.9843
H -0.4709 -15.9919 16.3778 0.4892
H -1.8646 -16.4096 16.7962 0.4682
O 1.7212 -18.7285 14.9691 -1.0037
H 2.6262 -18.9928 15.1348 0.4808
H 1.1978 -19.2988 15.5321 0.5206
O -3.2196 -18.0829 19.2768 -0.9897
H -2.4609 -18.0319 19.8583 0.4664
H -3.4700 -17.1710 19.1284 0.5346
O 1.0973 -18.3981 18.6691 -0.9535
H 0.3234 -18.4993 19.2233 0.4341
H 0.8052 -18.6660 17.7978 0.5090
O -3.0887 -17.8252 12.9313 -0.9466
H -2.3931 -18.0255 13.5576 0.4864
H -3.1306 -16.8690 12.9170 0.4464
O 0.4633 -21.4519 17.7065 -0.9413
H -0.1522 -21.3790 18.4360 0.4107
H 0.1925 -20.7673 17.0947 0.5075
O -3.1256 -20.5100 18.1544 -0.9837
H -3.1153 -21.3667 17.7276 0.5239
H -2.5158 -20.5993 18.8868 0.4843
```

Output
Energy above the lowest of the compared OMol25 structures with the same formula, charge and spin, kcal per mole: 0.0
HOMO, hartree: 0.245
Net charge: -6
E, eV: -145039.7404

---

3.
Computed, not measured: a structure of composition C28H28IrN6O2PSSe2, with ωB97M-V/def2-TZVPD.

Geometry as XYZ:
```
69
Properties=species:S:1:pos:R:3:mulliken_spin:R:1
Ir 1.2685 -0.8074 -0.7880 0.0014
N -5.5055 4.3689 1.0690 0.3414
C -4.6157 3.5704 0.5121 0.1523
C -4.7373 2.1475 0.6488 0.1748
C -3.8163 1.3305 0.0667 -0.0647
C -2.7395 1.8951 -0.6520 0.2475
C -2.6095 3.2890 -0.8101 -0.0714
C -3.5272 4.1238 -0.2399 0.2005
S -1.6423 0.8754 -1.6480 0.0035
O -2.5203 0.0996 -2.4624 0.0241
O -0.7053 1.7951 -2.2259 0.0068
N -0.7287 -0.0840 -0.6962 0.0141
C -1.2053 -1.2322 -0.1183 -0.0037
N -0.1464 -2.0427 0.0935 0.0014
C -0.3500 -3.2323 0.6639 -0.0011
C -1.6246 -3.6124 1.0160 0.0019
C -2.6524 -2.7118 0.7518 -0.0012
N -2.4489 -1.5144 0.1988 0.0016
H -6.2952 4.0009 1.5853 -0.0133
H -5.4557 5.3751 0.9640 -0.0129
H -5.5773 1.7368 1.1952 -0.0079
H -3.9006 0.2546 0.1299 -0.0027
H -1.7988 3.6842 -1.4045 -0.0010
H -3.4585 5.1965 -0.3718 -0.0058
H 0.5122 -3.8685 0.8176 0.0001
H -1.8106 -4.5673 1.4830 0.0001
H -3.6794 -2.9594 0.9915 -0.0001
Se 3.2792 0.4992 -2.2731 0.0003
Se 4.1982 -1.5320 -3.0036 0.0000
C 3.8340 -2.5018 -1.3946 0.0008
C 4.6505 -3.5875 -1.1159 -0.0008
C 4.6176 -4.1593 0.1385 0.0004
C 3.7856 -3.6054 1.1024 -0.0003
C 2.9923 -2.5403 0.7546 0.0001
N 2.9743 -1.9996 -0.4921 -0.0002
C 1.7866 0.4071 -3.4834 0.0012
C 1.6232 1.1687 -4.6111 -0.0009
C 0.5144 0.8854 -5.4112 0.0001
C -0.3254 -0.1527 -5.0537 -0.0008
C -0.0631 -0.8648 -3.8893 -0.0004
N 0.9770 -0.5722 -3.1072 0.0008
H 5.3396 -3.9426 -1.8713 0.0000
H 5.2631 -4.9947 0.3759 0.0000
H 3.7521 -3.9954 2.1100 0.0000
H 2.3183 -2.0969 1.4745 0.0001
H 2.3373 1.9384 -4.8699 -0.0001
H 0.3277 1.4661 -6.3046 0.0001
H -1.1863 -0.4155 -5.6519 -0.0001
H -0.6944 -1.6897 -3.5878 0.0005
C 1.2854 2.3810 0.4038 0.0030
P 1.6916 0.6947 0.9121 -0.0031
C 3.4065 0.7761 1.4664 -0.0003
C 0.7086 0.3463 2.3828 0.0013
C -0.6317 0.7332 2.4423 -0.0045
C -1.3804 0.4786 3.5795 -0.0012
C -0.8004 -0.1558 4.6713 -0.0003
C 0.5360 -0.5226 4.6286 -0.0002
C 1.2857 -0.2873 3.4844 0.0001
H 0.5408 2.3968 -0.3902 0.0012
H 2.1913 2.8673 0.0391 0.0000
H 0.9205 2.9174 1.2797 -0.0004
H 3.4653 1.5241 2.2593 0.0000
H 4.0453 1.0847 0.6395 0.0001
H 3.7658 -0.1776 1.8458 0.0001
H -1.0860 1.2479 1.6035 0.0180
H -2.4179 0.7838 3.6213 -0.0002
H -1.3853 -0.3497 5.5603 0.0000
H 0.9996 -0.9851 5.4895 0.0000
H 2.3282 -0.5792 3.4760 0.0002
```

Output
Energy above the lowest of the compared OMol25 structures with the same formula, charge and spin, kcal per mole: 25.5
2S+1: 2
HOMO (spin up / spin down), hartree: -0.604 / -0.604
Net charge: +3
E, eV: -196157.7315

---

4.
Computed, not measured: a structure of composition C22H28GaN6O3PS2, with ωB97M-V/def2-TZVPD.

Geometry as XYZ:
```
63
Properties=species:S:1:pos:R:3:nbo_charge:R:1
Ga 15.0062 11.7443 7.3394 1.7477
N 14.0387 12.7218 5.5604 -0.8800
C 14.1338 14.1923 5.7698 -0.3103
C 15.1955 14.5286 6.8527 0.6512
O 15.5683 15.6828 7.0132 -0.6343
N 15.7127 13.5057 7.5437 -0.8667
C 16.6316 13.7231 8.6782 -0.3308
C 16.8595 12.3961 9.3953 0.7731
O 17.8355 12.1679 10.1309 -0.6166
O 15.9079 11.4712 9.1501 -0.8747
H 14.6035 12.3641 4.7333 0.4071
H 13.1383 12.3209 5.4438 0.4239
H 13.2134 14.5584 6.1775 0.2319
H 14.2922 14.7237 4.8520 0.2270
H 16.0930 14.3864 9.3786 0.2358
H 17.5894 14.1382 8.3570 0.2333
S 12.6123 9.5986 4.7309 -0.6859
P 11.8303 9.6197 6.5996 1.2274
S 12.8812 10.5702 8.0401 -0.5583
C 11.4858 7.9125 7.0293 -0.4358
C 11.9948 7.3996 8.2110 -0.1892
C 11.9170 6.0148 8.4877 -0.2087
C 11.1547 5.2102 7.6134 -0.1953
C 10.6204 5.7234 6.4573 -0.2199
C 10.8574 7.0713 6.1102 -0.1586
C 10.1971 10.3017 6.4880 -0.4545
C 9.8627 11.2663 5.4948 -0.1652
C 8.5913 11.7624 5.3873 -0.2220
C 7.5858 11.3722 6.3072 -0.1810
C 7.9027 10.4972 7.3239 -0.2238
C 9.2295 10.0960 7.5132 -0.1464
H 12.5341 8.0611 8.9328 0.2378
H 12.3012 5.6090 9.3916 0.2203
H 10.9283 4.1318 7.8834 0.2209
H 10.1602 5.0030 5.6978 0.2257
H 10.6533 7.4773 5.1232 0.2399
H 10.6223 11.6112 4.7701 0.2291
H 8.3620 12.5118 4.6312 0.2181
H 6.5739 11.7487 6.1839 0.2188
H 7.1527 10.1199 8.0071 0.2212
H 9.5084 9.5463 8.4104 0.2210
C 16.0050 9.8450 4.9951 -0.1002
N 16.6977 8.6282 4.6577 -0.4559
C 16.1520 7.4961 5.4068 -0.0780
N 16.3365 7.7087 6.8483 -0.4597
C 15.6530 8.9210 7.2745 -0.1002
N 16.1386 10.0931 6.5048 -0.6016
C 17.6065 10.2266 6.8721 -0.0820
N 18.3329 9.0293 6.4434 -0.4470
C 18.1185 8.8160 4.9936 -0.0854
C 17.7103 7.8740 7.1445 -0.0862
H 14.9275 9.7524 4.7651 0.2601
H 16.3724 10.6442 4.3940 0.1975
H 16.6841 6.6368 5.0819 0.2008
H 15.0908 7.3095 5.2524 0.2228
H 15.9174 9.0329 8.3437 0.2443
H 14.5772 8.7693 7.1517 0.2400
H 17.6474 10.3408 7.9561 0.2477
H 18.0593 11.0574 6.3518 0.2066
H 18.6307 7.8931 4.6847 0.2034
H 18.5373 9.6168 4.3897 0.2055
H 17.8631 7.9001 8.2606 0.2151
H 18.3324 7.0729 6.7378 0.1994
```

Output
Energy above the lowest of the compared OMol25 structures with the same formula, charge and spin, kcal per mole: 0.0
HOMO, hartree: -0.320
E, eV: -121689.9994

---

5.
Computed, not measured: a cluster of 2 separate species, C4H12NO3 in total, with ωB97M-V/def2-TZVPD.

Geometry as XYZ:
```
20
Properties=species:S:1:pos:R:3:nbo_charge:R:1
C 0.3042 0.6165 1.0808 -0.2375
C -0.7434 0.6769 -0.0585 -0.4198
C -1.0241 -0.5788 -0.9857 -0.5289
C -1.5257 -1.8306 -0.3057 0.8082
O -2.4239 -2.4439 -1.0478 -0.6269
O -0.9221 -2.3153 0.6251 -0.6482
N 1.0944 -0.7013 1.1520 -0.6839
H 0.9241 1.4957 0.9556 0.2609
H -0.0865 0.6871 2.0947 0.2269
H -0.4934 1.5786 -0.5933 0.2467
H -1.7980 0.7066 0.2778 0.2399
H -0.1778 -0.9268 -1.6024 0.2378
H -1.7459 -0.1294 -1.6490 0.2631
H -2.6523 -3.2840 -0.6287 0.5122
H 0.7572 -1.4242 0.5090 0.4661
H 2.0810 -0.4805 1.0150 0.4355
H 1.0238 -1.1241 2.0768 0.4446
H 2.0626 3.1871 -1.6176 0.4768
H 3.1458 3.1964 -0.6270 0.4777
O 2.2000 3.0940 -0.6711 -0.9512
```

Output
Energy above the lowest of the compared OMol25 structures with the same formula, charge and spin, kcal per mole: 17.3
HOMO, hartree: -0.546
Net charge: +1
E, eV: -11968.8439

---

6.
Computed, not measured: a structure of composition C13H12BF6N6O4S2SeZr, with ωB97M-V/def2-TZVPD.

Geometry as XYZ:
```
46
Properties=species:S:1:pos:R:3:lowdin_charge:R:1
Zr -0.6161 0.4676 0.0559 1.5891
B -3.2172 1.1389 -1.1186 -0.3907
N -2.1678 0.5355 -2.1274 -0.1184
C -2.3252 -0.2338 -3.2102 -0.0384
C -1.1125 -0.3452 -3.8704 -0.0123
C -0.2263 0.3994 -3.1077 -0.1131
N -0.8634 0.9515 -2.0628 -0.1408
N -3.4531 0.1976 0.0943 -0.0934
C -4.4326 -0.6418 0.4221 -0.0249
C -4.1529 -1.1968 1.6670 -0.0104
C -2.9498 -0.6310 2.0462 -0.1132
N -2.5304 0.2246 1.0964 -0.1572
H -4.2459 1.3548 -1.6792 0.0937
H -2.6406 2.1083 -0.6564 0.0895
H -3.2957 -0.6256 -3.4671 0.1442
H -0.9079 -0.8863 -4.7769 0.1166
H 0.8293 0.5730 -3.2438 0.1267
H -5.2810 -0.7768 -0.2283 0.1421
H -4.7508 -1.9008 2.2176 0.1144
H -2.3562 -0.7882 2.9321 0.1284
Se -0.5705 -2.0603 -0.2998 0.7505
C 1.2490 -2.7016 -0.2238 -0.6003
C 1.5404 -3.7602 0.6178 -0.1061
C 2.8514 -4.2194 0.6465 -0.1240
N 3.8305 -3.6997 -0.0858 0.0782
C 3.5268 -2.6929 -0.8960 -0.1300
C 2.2509 -2.1566 -1.0089 -0.1254
H 0.7816 -4.2165 1.2378 0.1018
H 3.1215 -5.0453 1.2940 0.1144
H 4.3393 -2.2896 -1.4901 0.1146
H 2.0558 -1.3480 -1.6996 0.0847
F 1.0939 2.8415 4.4272 0.2080
C 0.2067 3.1581 3.5189 -0.6907
F 0.2743 4.4323 3.2092 0.2034
F -1.0101 2.8310 3.9094 0.1880
S 0.5291 2.1668 1.9804 0.6723
O 0.1575 0.7560 2.2142 -0.3828
O -0.3383 2.6280 0.8902 -0.3582
N 2.0403 2.3643 1.7283 -0.2541
S 2.6676 1.3322 0.6879 0.7068
O 1.5814 0.7620 -0.1526 -0.4666
O 3.5779 0.4101 1.2497 -0.1791
C 3.5833 2.4591 -0.4807 -0.6765
F 2.7356 2.8647 -1.4178 0.1641
F 4.5648 1.7689 -1.0239 0.1866
F 4.0553 3.4903 0.1847 0.1888
```

Output
Energy above the lowest of the compared OMol25 structures with the same formula, charge and spin, kcal per mole: 9.4
HOMO, hartree: -0.444
Net charge: +1
E, eV: -136080.4698